# 1
This record from the Open Molecules 2025 dataset describes the molecule C4H5NO3 in a non-equilibrium geometry. The level of theory is ωB97M-V/def2-TZVPD.

The geometry in XYZ format:
```
13
Properties=species:S:1:pos:R:3:forces:R:3
C 0.6710 0.2141 -0.0215 1.38 4.68 0.06
C -0.5546 -1.6765 0.0219 -0.13 0.52 1.50
C -0.7930 0.6282 0.0144 1.87 -0.39 -0.84
C -1.3457 1.8267 0.0089 -1.61 0.28 0.39
H 2.5281 -0.6806 -0.0191 1.60 0.31 -0.08
H -0.5772 -2.2276 1.0357 -0.79 1.15 -1.24
H -0.7093 -2.4028 -0.7639 0.16 0.04 -0.36
H -2.4370 2.0548 0.0383 0.95 -0.84 -0.21
H -0.7687 2.7206 0.0316 0.80 0.19 0.12
N 1.7593 0.9661 -0.0665 -3.13 -0.66 0.17
O 2.9262 0.2263 -0.0709 -1.21 -1.39 0.07
O 0.7245 -1.0846 0.0013 1.10 -2.75 -0.41
O -1.4235 -0.5648 -0.2103 -0.98 -1.15 0.84
```
Positions in Å, forces in eV/Å.

Calculated values
SMILES: C=C1OCO/C1=N\O
Maximum force: 4.9 eV/Å
Calculated total energy: -435.77540 Ha
Charge: 0
HOMO-LUMO gap: 9.43 eV
2S+1: 1
HOMO energy: -8.9 eV
Relative energy (zero: lowest compared OMol25 entry of this formula, charge and spin): 91.1 kcal/mol

# 2
This record from the Open Molecules 2025 dataset describes a structure of composition CH9LiO4 in a non-equilibrium geometry. The level of theory is ωB97M-V/def2-TZVPD.

The geometry in XYZ format:
```
15
Properties=species:S:1:pos:R:3:forces:R:3
Li -32.7066 -35.0384 15.1860 -0.45 -0.26 -1.22
C -31.7329 -36.8777 14.2994 -4.77 -3.72 -4.17
O -32.8138 -36.2734 13.6676 -0.96 1.64 1.26
H -32.0943 -37.5958 15.0054 0.34 -0.77 1.17
H -31.0702 -36.2459 14.5926 4.67 4.18 2.85
H -31.2500 -37.3947 13.4848 0.98 -1.04 -0.05
O -31.3263 -33.8905 16.0370 1.18 -2.09 1.57
H -31.7709 -33.0626 16.0876 -0.39 1.09 0.46
H -31.0191 -34.1959 16.9524 -0.76 1.04 -1.94
O -34.3986 -34.9624 16.4149 -0.29 1.35 2.28
H -34.9233 -34.6058 17.2068 1.05 -1.08 -2.01
H -34.9752 -35.4229 15.8159 -0.68 -0.42 -0.38
O -33.7327 -33.3344 14.2034 1.06 -2.70 0.12
H -34.2789 -32.9382 14.8365 -1.11 1.55 0.84
H -33.3521 -32.8030 13.5358 0.14 1.23 -0.77
```
Positions in Å, forces in eV/Å.

Calculated values
Maximum force: 7.4 eV/Å
Calculated total energy: -351.95505 Ha
Charge: 0
HOMO-LUMO gap: 5.82 eV
2S+1: 1
HOMO energy: -6.3 eV
Relative energy (zero: lowest compared OMol25 entry of this formula, charge and spin): 5.3 kcal/mol

# 3
This record from the Open Molecules 2025 dataset describes a cluster of 2 separate species, C4H5F3O in total in a non-equilibrium geometry. The level of theory is ωB97M-V/def2-TZVPD.

The geometry in XYZ format:
```
13
Properties=species:S:1:pos:R:3:forces:R:3
C -0.4026 -2.0243 -0.8430 -0.17 -1.63 2.27
C -0.4192 -0.7011 -0.6407 2.01 -0.04 1.56
C 0.1493 0.0776 0.3987 -0.98 0.30 -0.97
C -0.1673 1.5756 0.4454 0.43 -0.58 -0.72
O 0.7498 -0.5207 1.4213 0.41 -0.68 0.20
F -1.4758 1.7907 0.1017 1.17 0.18 0.64
F 0.5844 2.3441 -0.4086 -0.90 -0.42 0.55
F 0.1122 2.0327 1.6746 -0.62 0.22 0.05
H -1.0293 -2.4487 -1.5494 -0.75 -0.27 -2.12
H -0.1798 -2.8359 -0.1433 0.59 0.83 0.34
H -0.6439 -0.1797 -1.4880 -1.30 1.79 -1.93
H 2.1148 1.0162 -1.2499 0.17 -0.24 -0.05
H 0.6074 -0.1266 2.2813 -0.08 0.56 0.19
```
Positions in Å, forces in eV/Å.

Calculated values
Maximum force: 2.9 eV/Å
Calculated total energy: -530.07706 Ha
Charge: 0
HOMO-LUMO gap (alpha / beta): 9.62 / 7.78 eV
2S+1: 1
HOMO energy (alpha / beta): -10.2 / -8.0 eV
Relative energy (zero: lowest compared OMol25 entry of this formula, charge and spin): 90.2 kcal/mol

# 4
This record from the Open Molecules 2025 dataset describes the molecule C25H22FNO4. The level of theory is ωB97M-V/def2-TZVPD.

The geometry in XYZ format:
```
53
Properties=species:S:1:pos:R:3:forces:R:3
C 2.3010 5.3774 -3.0732 0.09 0.40 0.03
H 1.6046 6.2184 -3.0616 0.09 -0.06 -0.04
H 2.6381 5.1702 -4.0856 -0.01 -0.01 0.05
H 3.1491 5.6117 -2.4267 -0.05 0.00 -0.07
O 1.6586 4.1966 -2.6165 -0.12 -0.36 -0.06
C 1.0524 4.2886 -1.4259 -0.05 0.19 0.12
O 0.9920 5.3079 -0.7852 0.07 -0.04 -0.05
C 0.4774 2.9920 -0.9855 -0.17 -0.16 0.13
C 0.0093 2.8852 0.3193 0.05 0.18 -0.21
C -0.4754 1.6817 0.7935 -0.09 -0.08 -0.08
C -0.5125 0.5628 -0.0301 -0.06 0.09 -0.02
C -0.0938 0.6930 -1.3524 -0.09 0.02 0.10
C 0.4094 1.8868 -1.8270 -0.02 0.15 0.05
H 0.7446 1.9718 -2.8484 0.06 -0.01 -0.08
H -0.1684 -0.1504 -2.0225 0.00 -0.10 -0.08
C -1.0106 -0.7778 0.4366 -0.37 0.08 -0.20
N -0.0065 -1.8433 0.5449 0.06 0.13 -0.16
C -0.3068 -2.1974 1.8170 -0.05 0.03 0.32
O 0.1131 -3.0626 2.5357 0.08 -0.27 0.12
C -1.3041 -1.0253 1.9443 0.10 0.23 -0.08
O -2.6165 -1.1619 2.3825 -0.09 -0.11 0.13
C -3.4434 -2.1480 1.9113 -0.33 -0.09 -0.04
C -3.0632 -3.2264 1.1239 0.30 0.20 0.08
C -4.0112 -4.1564 0.7274 -0.13 -0.03 -0.01
C -5.3342 -4.0250 1.1038 -0.03 -0.14 -0.07
C -5.7131 -2.9516 1.8949 0.03 0.03 0.00
C -4.7787 -2.0193 2.2947 0.23 0.10 0.02
H -5.0540 -1.1788 2.9119 -0.04 0.10 0.07
H -6.7425 -2.8404 2.2009 -0.08 0.02 0.03
H -6.0643 -4.7547 0.7888 -0.06 -0.06 -0.03
H -3.7017 -4.9935 0.1191 0.03 -0.06 -0.04
H -2.0357 -3.3723 0.8332 0.04 -0.03 -0.06
H -0.8748 -0.2575 2.5918 0.02 -0.08 -0.14
C 0.8897 -2.4622 -0.3943 0.33 -0.29 0.09
C 2.3626 -2.2351 -0.0149 -0.26 0.06 -0.12
C 2.7523 -0.7923 -0.1514 0.12 -0.14 0.03
C 2.6329 0.0783 0.9247 0.11 -0.05 -0.16
C 2.9701 1.4135 0.7989 0.14 0.20 -0.15
C 3.4277 1.8693 -0.4228 0.05 -0.26 0.03
C 3.5534 1.0306 -1.5140 0.09 0.19 0.08
C 3.2105 -0.3005 -1.3679 0.04 0.02 0.17
H 3.3089 -0.9691 -2.2108 0.02 -0.09 -0.11
H 3.9143 1.4213 -2.4521 0.04 0.08 -0.10
F 3.7636 3.1702 -0.5566 -0.05 -0.01 0.02
H 2.8859 2.0970 1.6286 -0.01 0.10 0.08
H 2.2803 -0.2955 1.8745 -0.03 -0.05 0.13
H 2.5008 -2.5699 1.0138 0.04 -0.09 -0.03
H 2.9805 -2.8530 -0.6682 0.04 -0.05 0.05
H 0.6870 -2.0608 -1.3879 -0.01 -0.07 0.04
H 0.6921 -3.5410 -0.4000 -0.05 0.09 -0.08
H -1.8547 -1.0903 -0.1946 0.05 0.03 0.13
H -0.8395 1.6294 1.8069 -0.02 -0.02 0.12
H 0.0436 3.7585 0.9528 0.01 0.07 0.06
```
Positions in Å, forces in eV/Å.

Calculated values
SMILES: COC(=O)c1ccc([C@@H]2[C@@H](Oc3ccccc3)C(=O)N2CCc2ccc(F)cc2)cc1
Maximum force: 0.4 eV/Å
Calculated total energy: -1421.45444 Ha
Charge: 0
HOMO-LUMO gap: 9.03 eV
2S+1: 1
HOMO energy: -8.7 eV
Relative energy (zero: lowest compared OMol25 entry of this formula, charge and spin): 5.2 kcal/mol

# 5
This record from the Open Molecules 2025 dataset describes the molecule C15H21N3O2S. The level of theory is ωB97M-V/def2-TZVPD.

The geometry in XYZ format:
```
42
Properties=species:S:1:pos:R:3:forces:R:3
C -3.4705 -1.3824 -1.5693 0.11 -0.11 0.14
C -2.9447 -1.8706 -0.2246 0.02 0.08 -0.03
H -1.9043 -2.1748 -0.3629 -0.08 -0.12 0.05
H -3.5071 -2.7526 0.0926 0.08 -0.05 0.04
C -3.0382 -0.8118 0.8969 -0.05 -0.15 -0.03
C -2.4531 0.5022 0.4277 0.24 -0.11 0.17
C -3.2517 1.5830 0.0772 0.06 0.03 0.03
C -2.7109 2.7592 -0.4117 -0.05 0.06 -0.05
C -1.3415 2.8809 -0.5592 0.05 -0.01 -0.05
C -0.5238 1.8259 -0.2034 -0.16 0.07 0.08
C -1.0671 0.6456 0.2871 -0.40 0.87 -0.20
N -0.1602 -0.3804 0.6029 0.38 -0.69 -0.43
S 0.7278 -1.0259 -0.6750 0.35 -0.17 0.37
O 0.9139 -2.4115 -0.3480 0.04 0.14 0.27
O 0.1385 -0.6734 -1.9299 0.15 0.29 0.14
C 2.2744 -0.2037 -0.5125 -0.29 -0.28 -0.05
C 3.2176 -0.4155 0.4713 -0.14 -0.02 -0.07
N 4.2347 0.4240 0.2161 -0.79 -0.32 0.14
N 4.0099 1.1544 -0.8713 0.35 0.63 -0.56
C 2.8299 0.7929 -1.3293 -0.11 -0.19 0.09
H 2.4082 1.2329 -2.2093 -0.06 0.14 -0.22
C 5.4819 0.5371 0.9258 0.65 -0.15 0.14
C 6.4487 -0.5711 0.5176 -0.13 0.18 0.05
H 7.3877 -0.4587 1.0520 0.11 -0.02 0.05
H 6.6448 -0.5192 -0.5500 0.03 -0.01 -0.09
H 6.0298 -1.5478 0.7471 0.00 -0.10 0.02
H 5.9005 1.5134 0.6747 -0.16 -0.08 0.10
H 5.2829 0.4928 1.9998 -0.03 0.09 -0.12
H 3.2104 -1.0919 1.3004 0.06 -0.16 0.23
H -0.5397 -1.1320 1.1583 0.04 -0.21 -0.01
H 0.5476 1.8980 -0.3073 0.10 0.09 0.04
H -0.9099 3.7909 -0.9476 0.04 0.08 -0.02
H -3.3626 3.5759 -0.6841 -0.05 0.07 -0.02
H -4.3231 1.5066 0.1684 -0.13 -0.04 0.05
C -4.4722 -0.6952 1.4148 0.30 -0.03 0.03
H -4.7659 -1.6334 1.8815 -0.04 -0.06 0.01
H -4.5482 0.0950 2.1586 -0.09 0.07 0.05
H -5.1729 -0.4894 0.6109 -0.12 0.05 -0.07
H -2.4350 -1.1695 1.7437 -0.07 0.01 -0.04
H -2.8310 -0.5949 -1.9604 0.00 0.07 -0.10
H -4.4858 -1.0019 -1.4868 -0.13 0.06 -0.06
H -3.4700 -2.2030 -2.2826 -0.03 -0.03 -0.10
```
Positions in Å, forces in eV/Å.

Calculated values
SMILES: CC[C@H](C)c1ccccc1NS(=O)(=O)c1cnn(CC)c1
Maximum force: 1.0 eV/Å
Calculated total energy: -1297.09816 Ha
Charge: 0
HOMO-LUMO gap: 9.32 eV
2S+1: 1
HOMO energy: -8.7 eV
Relative energy (zero: lowest compared OMol25 entry of this formula, charge and spin): 56.9 kcal/mol